291
Properties=species:S:1:pos:R:3:mulliken_charge:R:1 method="wB97M-V/def2-TZVPD" total_charge=+6 spin_multiplicity=1 homo_energy_ev=-17.4 lumo_energy_ev=-10.5 homo_lumo_gap_ev=6.860
P -0.48 -2.46 7.38 1.217
P 0.22 -0.54 0.60 2.174
P -0.55 -8.46 1.06 1.468
F -1.42 -0.41 0.80 -0.379
F -1.43 -3.12 8.53 -0.351
F 0.32 -0.50 2.22 -0.523
F -1.82 -7.65 1.54 -0.317
F 0.35 1.08 0.45 -0.701
F -1.82 -2.31 6.37 -0.334
F 0.25 -7.07 0.72 -0.543
F 0.79 -2.49 8.37 -0.349
F -0.16 -8.40 2.71 -0.387
F 1.86 -0.62 0.52 -0.518
F 0.88 -9.27 0.60 -0.428
F -1.01 -8.55 -0.50 -0.349
F 0.35 -1.69 6.20 -0.325
F 0.13 -0.64 -1.02 -0.536
F -1.29 -9.89 1.38 -0.354
F 0.12 -2.15 0.66 -0.516
F -0.06 -3.90 6.66 -0.374
F -0.69 -0.90 7.96 -0.414
O 4.32 -1.80 3.50 0.347
O -2.44 4.95 -2.78 -0.142
O -4.82 -0.87 -3.61 0.003
O -0.34 1.76 -4.08 0.582
O -3.96 -4.58 5.47 -0.280
O -9.23 4.31 1.74 -0.327
O 4.27 2.61 -0.12 0.116
O -0.93 2.70 6.03 -0.450
O 3.02 -7.30 -2.49 -0.340
N -7.30 1.96 1.07 0.418
N -2.83 -3.67 2.98 1.166
N 0.06 0.44 -7.16 -0.093
N -0.49 4.61 3.50 0.554
N 0.57 5.57 -3.22 0.314
N 7.30 -1.62 2.83 0.520
N -3.97 -3.87 -3.60 0.617
N 2.30 -4.51 -1.57 0.967
N 6.04 5.25 0.53 0.187
C -5.61 0.28 -3.80 -0.626
C -3.35 -3.14 -4.82 -1.716
C 0.15 4.69 4.93 -0.933
C -8.30 0.37 2.85 -1.240
C -1.31 -3.49 3.37 0.974
C 4.03 1.25 -0.46 -0.417
C -0.53 -0.50 -8.22 -0.402
C 9.79 -1.75 3.81 -1.174
C -0.84 1.22 5.83 -0.828
C 7.50 -3.83 1.32 -1.254
C 2.99 -1.73 3.89 -0.666
C -4.41 -5.07 6.72 -0.957
C 1.89 6.42 -3.10 -0.519
C 7.10 -3.17 2.74 -0.429
C -5.23 -5.58 -5.05 -1.275
C 8.82 -1.23 2.72 -0.407
C -0.32 -4.51 2.81 -0.708
C -5.23 -1.74 -2.61 -0.760
C -3.30 -5.54 4.74 -1.039
C 0.78 -4.78 -1.40 -0.854
C -0.58 6.64 -3.03 -0.591
C 1.77 3.58 -1.84 1.151
C 5.42 4.18 1.43 -1.307
C 6.64 -0.97 1.63 -1.400
C -0.70 6.15 1.37 0.049
C 2.30 -2.04 -2.56 -0.277
C 3.12 -5.36 -0.53 -0.201
C 6.71 7.82 0.89 -1.238
C 1.60 0.70 -7.40 -0.272
C -0.52 1.78 -7.21 -0.932
C -2.89 -3.53 1.39 -1.250
C -8.99 5.47 2.50 -0.799
C 0.47 4.44 -2.14 1.129
C 2.78 -3.03 -1.51 0.267
C -3.05 -5.07 -3.15 -0.080
C 2.07 7.22 -1.76 -1.051
C -3.64 -2.52 3.62 -0.594
C -3.57 -1.08 3.22 -0.448
C 6.55 6.42 1.54 -0.336
C -1.96 6.11 -3.43 -1.049
C -3.47 -5.93 -1.99 -1.460
C 5.31 2.75 0.78 -0.514
C 2.58 -8.62 -2.50 -0.769
C -1.98 4.31 3.65 -0.924
C -4.17 -2.88 -2.38 -0.409
C -5.92 1.45 1.53 -0.743
C -4.71 1.86 0.61 -0.314
C 0.19 3.49 2.60 -0.047
C -7.07 3.51 0.88 -0.114
C -8.37 1.73 2.17 -0.501
C 4.95 5.80 -0.38 -1.890
C 1.68 3.60 2.57 -1.354
C 3.04 -4.71 0.83 -0.164
C 2.48 -6.40 -3.45 -1.133
C 7.23 4.86 -0.34 -0.458
C -0.03 -0.17 -5.66 -0.771
C -5.34 -4.62 -3.92 -0.376
C 8.35 4.07 0.42 -1.067
C -1.52 1.29 -3.50 -1.050
C -0.31 6.02 2.89 -0.931
C 2.57 -0.43 -7.01 -1.142
C 5.30 -1.66 4.52 -0.909
C 0.48 0.69 -4.54 0.460
C -3.46 -5.07 3.28 -0.424
C -8.35 4.33 0.56 -1.040
C -3.14 5.12 -1.58 -0.644
C -2.09 -0.78 -8.08 -1.019
C -7.66 1.20 -0.23 -1.303
C 0.57 4.95 -4.65 -1.215
C 0.26 3.38 5.76 -0.654
C 2.72 -4.97 -3.02 -0.463
C 6.62 -1.10 4.14 -0.614
H 10.84 -1.45 3.85 0.403
H -0.30 -0.09 -9.20 0.484
H 5.73 8.22 0.64 0.354
H 6.60 0.11 1.76 0.450
H -4.20 5.36 -1.71 0.461
H 4.59 5.09 -1.12 0.277
H -2.76 -5.60 -4.06 0.600
H -6.07 -3.85 -4.18 0.380
H 2.67 -6.34 -0.41 0.122
H -0.88 7.18 1.08 0.604
H 7.31 -4.89 1.43 0.460
H -2.75 0.07 -7.89 0.334
H 9.16 3.89 -0.28 0.434
H -5.88 1.92 2.52 0.560
H -2.20 1.36 -4.35 0.229
H 3.87 0.61 0.41 0.431
H 7.16 8.63 1.46 0.413
H 5.42 -2.67 4.92 0.435
H -0.47 3.93 -2.31 -0.284
H 2.24 -1.43 -7.27 0.296
H 9.39 -1.67 4.82 0.293
H -0.39 5.44 5.51 0.659
H -2.99 -3.87 -5.53 0.603
H 2.57 -9.00 -3.52 0.389
H -4.48 -4.99 2.91 0.505
H -6.45 0.10 -4.48 0.351
H -0.13 2.53 3.00 0.043
H -2.53 -2.58 0.99 -0.036
H -6.14 -6.07 -5.38 0.426
H -3.97 1.09 0.82 -0.287
H -5.31 -1.21 -1.66 0.241
H -4.95 -4.94 -5.89 0.313
H -8.01 5.58 2.94 0.293
H -3.90 -5.43 -1.12 0.311
H -3.60 -2.54 4.71 0.198
H -1.33 -3.45 4.46 -0.151
H 1.40 1.24 -4.77 0.590
H -0.29 7.36 -3.79 0.490
H -2.53 -1.24 -8.97 0.457
H 0.55 -4.11 -0.57 -0.205
H 2.11 3.66 3.56 0.469
H -1.41 0.24 -3.21 0.295
H 8.87 -0.14 2.65 0.319
H -4.26 -6.63 -2.28 0.379
H 3.05 -2.07 -3.35 0.576
H -3.55 -5.31 7.34 0.356
H 7.96 3.16 0.87 0.191
H -0.38 4.44 -4.87 0.261
H 2.48 -1.05 3.21 -0.131
H 2.58 -2.66 -0.51 -0.617
H 3.04 -6.69 -4.34 0.552
H 1.42 -6.59 -3.64 0.351
H 0.57 -5.84 -1.26 0.129
H -9.02 6.41 1.95 0.349
H -2.27 -5.51 5.09 0.272
H 7.37 -1.30 4.91 0.347
H 3.49 -0.09 -7.50 0.448
H 2.96 -5.42 1.66 0.728
H 2.86 -1.44 4.93 0.558
H 2.65 4.22 -1.74 -1.047
H -1.59 5.63 1.03 -0.320
H -5.03 -4.33 7.23 0.276
H -3.74 -0.97 2.15 -0.307
H -2.60 -6.53 -1.73 0.484
H -6.64 3.75 1.85 0.494
H -2.60 -2.49 -4.37 0.369
H 2.79 -0.38 -5.94 0.286
H 6.06 -3.35 3.01 0.357
H 9.72 -2.83 3.69 0.358
H 0.60 3.57 6.78 0.548
H -3.93 -3.65 1.10 0.557
H -2.22 -1.46 -7.24 0.120
H 3.86 -3.15 -1.48 0.795
H -1.52 1.61 -6.81 0.392
H -6.96 1.48 -1.02 0.504
H -3.08 4.15 -1.08 0.030
H -4.28 2.84 0.79 0.124
H -7.87 0.14 -0.14 0.380
H 1.57 0.90 -8.48 0.640
H 4.85 -1.06 5.31 0.618
H 1.68 2.78 -1.12 -0.107
H -1.87 1.92 -2.68 -0.091
H -5.11 1.00 -4.45 0.246
H -8.15 2.50 2.92 0.373
H -0.18 3.50 1.57 0.423
H 0.11 5.77 0.75 -0.318
H 0.76 6.21 2.96 0.425
H 0.62 -1.04 -5.74 0.531
H -3.62 -6.56 4.96 0.647
H 0.37 5.07 -1.25 -0.284
H 5.61 -1.34 1.58 0.245
H 1.88 6.74 -0.81 0.053
H 1.39 -2.24 -3.13 0.170
H 2.20 -1.01 -2.22 -0.959
H -4.99 -5.98 6.61 0.377
H -0.11 0.85 6.55 0.516
H -5.95 0.36 1.64 0.637
H 3.78 -4.73 -3.04 0.595
H -8.58 1.69 -0.55 0.406
H 2.63 5.66 -3.35 0.566
H 5.06 2.10 1.62 0.482
H 1.38 4.23 -4.77 0.494
H -8.11 5.36 0.30 0.507
H -7.56 0.33 3.66 0.346
H 6.88 4.21 -1.14 0.389
H -8.12 -0.38 2.09 0.243
H -2.73 5.80 -0.83 0.367
H 2.10 2.74 2.05 0.307
H 7.33 7.78 0.00 0.316
H 3.29 -9.23 -1.95 0.263
H -6.52 3.82 -0.01 0.067
H 3.11 1.07 -1.01 -0.671
H -9.31 2.04 1.72 0.605
H 5.74 6.52 2.26 0.370
H 7.15 -1.38 0.75 0.577
H 1.99 1.57 -6.87 0.246
H -1.09 -0.42 -5.57 0.439
H 2.07 4.49 2.08 0.084
H -0.40 -4.59 1.72 -0.313
H -9.23 -0.12 3.13 0.391
H 0.33 -4.36 -2.30 0.560
H 6.81 -3.49 0.55 0.215
H -1.94 5.84 -4.49 0.428
H 8.75 4.64 1.26 0.327
H -2.37 4.49 2.64 0.304
H 7.42 6.02 2.05 0.491
H 0.59 5.74 -5.40 0.474
H -2.27 -4.28 0.91 0.465
H 7.68 -3.60 3.55 0.479
H -4.33 -0.44 3.67 0.630
H -2.36 5.14 4.24 0.455
H 1.95 7.13 -3.93 0.576
H -0.65 0.76 4.86 0.113
H 4.10 -5.41 -1.01 0.563
H 0.93 0.01 -3.81 -1.091
H -3.17 -2.54 -2.10 0.442
H -8.81 4.03 -0.38 0.375
H -4.64 -2.86 3.34 0.534
H 1.51 8.16 -1.75 0.483
H 3.13 7.45 -1.62 0.374
H 0.75 -4.34 2.94 0.277
H -0.53 -5.51 3.17 0.260
H 9.07 -1.62 1.73 0.444
H 6.20 2.30 0.35 0.514
H 1.96 2.89 -2.67 -0.122
H -4.47 -6.37 -4.98 0.310
H 4.47 4.50 1.87 0.500
H -2.06 -4.63 -3.01 0.082
H 4.79 0.76 -1.06 0.479
H -2.92 -5.77 2.65 0.341
H -0.03 2.59 -6.67 0.201
H -0.89 6.69 3.52 0.543
H 1.11 5.18 4.83 0.462
H 4.03 6.05 0.16 0.754
H 5.94 4.09 2.38 0.490
H -0.47 7.10 -2.05 0.428
H -4.96 1.84 -0.45 0.243
H 5.23 6.75 -0.83 0.710
H 0.09 -1.40 -8.16 0.387
H 1.56 -8.77 -2.15 0.244
H 1.01 2.79 5.24 0.313
H -2.38 3.36 3.99 0.217
H -1.02 -2.50 3.03 -0.421
H -4.55 -3.55 -1.61 0.105
H 6.51 -0.02 4.04 0.326
H 2.26 -4.32 -3.75 0.231
H -9.75 5.58 3.27 0.310
H -5.69 -5.08 -3.00 0.505
H 3.90 -4.10 1.11 -0.226
H -2.60 -0.65 3.45 -0.076
H -2.67 6.93 -3.32 0.454
H 7.53 5.84 -0.71 0.605
H -4.18 -2.58 -5.26 0.528
H 8.51 -3.73 0.92 0.319
H -6.20 -2.22 -2.71 0.467
H -1.72 0.66 6.15 0.469
H -0.48 1.98 -8.28 0.483
H 2.16 -4.08 0.98 -0.582
H -5.95 0.70 -2.86 0.127
H 2.42 -2.63 3.64 -0.179